Below is C4H7N3O in the gas phase at a distorted geometry, with properties calculated with ωB97M-V with the def2-TZVPD basis set.

Properties
Orbital gap, eV: 10.21
E_LUMO, eV: 0.93

Each atom is followed by the atoms it is bonded to, with distances in Å.
CARTESIAN COORDINATES (ANGSTROEM)
1 O -2.6389 1.2693 -0.2504  N2 1.541, H9 1.091
2 N -2.9154 -0.1906 0.1596  O1 1.541, C3 1.391
3 C -1.9191 -1.1356 -0.0625  N2 1.391, N4 1.431, H10 1.240
4 N -0.5287 -0.9369 -0.3357  C3 1.431, C5 1.302
5 C 0.1610 -0.4278 0.6449  N4 1.302, N6 1.305, H11 1.046
6 N 1.4459 -0.2033 0.6121  C5 1.305, C7 1.405, C8 1.495
7 C 1.9806 1.0049 0.1334  N6 1.405, C8 1.611, H12 1.125, H13 1.176
8 C 2.0609 -0.3441 -0.7438  N6 1.495, C7 1.611, H14 1.107, H15 1.181
9 H -3.6688 1.6272 -0.2095  O1 1.091
10 H -2.3396 -2.2082 0.3955  C3 1.240
11 H -0.1333 -0.2043 1.6236  C5 1.046
12 H 3.0254 1.3706 0.3324  C7 1.125
13 H 1.2107 1.8620 -0.1031  C7 1.176
14 H 3.0518 -0.8344 -0.6952  C8 1.107
15 H 1.2074 -0.6486 -1.5011  C8 1.181